No. 1
# C36H76N10O19S2

9 unconnected molecules or ions with the total composition C36H76N10O19S2 at a distorted geometry (the ωB97M-V functional and the def2-TZVPD basis, OMol25).

Geometry as XYZ:
```
143
Properties=species:S:1:pos:R:3:forces:R:3
C 0.259 -8.560 -1.743 0.01 -0.13 0.02
H 1.157 2.427 -1.958 -0.08 -0.10 0.04
H 1.117 1.684 5.250 0.13 -0.05 0.00
H -2.182 0.762 -1.437 0.03 -0.01 0.04
H -0.564 3.622 -3.095 -0.13 0.12 0.08
H 3.171 -2.468 -0.226 0.04 -0.05 0.20
H 3.168 2.255 -4.497 0.00 -0.01 -0.01
H -0.737 -4.463 -1.972 0.05 0.09 0.02
O 3.277 5.329 4.377 -0.01 -0.02 0.00
H -0.716 0.693 1.172 -0.35 -0.09 0.17
C 2.388 4.028 2.694 -0.01 -0.01 0.03
H 3.151 0.733 -3.540 0.03 -0.04 0.00
H -2.226 2.319 -4.315 -0.16 -0.27 0.02
H -2.879 -3.367 -1.726 0.05 0.05 0.03
C 2.874 -0.644 0.854 0.20 -0.06 0.28
O 5.680 -5.121 -11.302 0.04 -0.07 -0.05
H 1.391 -1.705 -1.511 -0.01 0.13 0.05
S -1.362 -1.517 2.614 -0.08 -0.16 0.08
H -2.807 -0.627 4.254 0.05 0.12 -0.02
C -2.011 5.561 4.056 -0.38 0.18 -0.14
C -2.909 5.029 5.173 0.19 -0.56 -0.44
H -1.512 0.514 3.894 0.09 -0.09 -0.25
C -7.512 3.478 2.912 0.02 -0.12 -0.07
H -7.575 2.532 2.388 0.01 0.00 0.02
C -1.408 2.650 0.921 -0.24 -0.39 -0.61
H 3.802 -0.786 1.423 0.01 0.00 -0.18
C -1.357 2.996 -2.656 -0.15 -0.34 -0.12
N 3.247 4.218 3.893 -0.03 0.00 0.04
H 2.231 1.206 1.689 -0.12 -0.09 -0.05
H 0.032 -9.065 -0.813 -0.01 0.00 0.01
H 5.457 -3.664 -9.197 0.03 -0.04 -0.01
H 2.454 0.638 3.794 0.07 -0.15 -0.01
O 4.575 -8.161 -7.877 0.05 -0.04 -0.04
N -5.349 7.991 3.926 0.00 -0.05 0.06
H 0.248 -1.114 5.906 0.01 0.09 -0.06
C -2.899 0.614 1.037 -0.26 0.16 0.08
H 1.710 1.015 6.779 0.00 0.23 -0.14
O 2.019 1.150 -6.294 0.07 -0.01 0.04
H -0.516 3.086 5.548 0.01 0.08 0.06
H 4.420 -7.889 -5.263 0.01 0.00 0.02
O 3.897 -6.339 -8.801 -0.03 0.10 0.11
C 1.935 0.156 1.771 0.06 0.05 0.06
H 4.520 1.081 -4.624 0.00 -0.04 0.02
H -2.395 5.221 3.091 0.17 -0.04 0.07
H 5.519 -2.157 -10.172 0.00 -0.01 -0.02
H -3.996 3.122 5.018 -0.02 0.17 -0.23
C 3.453 1.210 -4.467 -0.05 0.11 0.00
H -0.760 0.439 -4.790 0.00 0.08 0.02
C 0.425 -3.355 -0.546 0.40 0.14 -0.23
C -1.301 1.083 -0.885 0.40 0.31 0.32
C -1.535 1.173 0.640 0.22 0.00 -0.58
C 0.989 -0.468 5.427 0.11 0.20 0.26
C -2.458 2.845 6.464 0.13 -0.07 -0.27
H 1.184 -4.104 -0.796 -0.05 0.04 0.05
H 2.463 2.993 2.383 0.03 0.05 0.04
C -0.439 1.266 6.689 0.04 0.26 -0.12
C -0.915 2.724 6.501 -0.13 -0.23 0.04
N -6.744 3.265 4.169 0.10 0.07 0.13
H 0.402 -1.242 -0.122 0.09 -0.07 0.02
H -2.346 3.071 4.351 -0.20 0.14 -0.16
O -6.583 4.235 4.875 -0.02 0.05 0.04
C 5.865 -3.179 -10.079 -0.05 0.09 0.03
S 0.707 -3.163 3.830 0.06 0.02 -0.12
H 0.232 4.927 -1.206 -0.03 0.05 -0.04
H 2.230 -2.679 1.239 -0.06 0.08 0.06
H 2.673 -8.119 -10.204 0.00 0.04 -0.01
H 0.042 2.024 -4.827 0.10 -0.07 0.11
N 2.754 0.501 -5.576 -0.04 0.01 -0.01
H 2.755 4.699 1.926 -0.05 0.04 -0.01
H 1.018 2.140 -0.233 -0.10 0.10 0.01
O 1.987 4.552 -0.330 0.44 0.05 0.21
O -6.508 8.313 4.078 0.01 0.02 -0.03
H 1.966 -0.916 5.646 -0.06 -0.07 -0.14
H 3.236 -7.015 -4.244 0.00 -0.09 0.06
C -2.088 -3.113 -1.016 0.12 0.17 -0.04
O 4.717 -3.360 -12.087 0.04 -0.01 0.01
H -2.187 -2.048 -0.779 0.03 -0.06 0.02
H 1.368 4.285 2.969 0.00 0.05 0.00
H -6.975 4.227 2.337 -0.02 0.05 0.03
C 3.735 -8.273 -10.041 0.06 -0.08 0.00
H -2.522 5.344 6.147 -0.18 0.12 -0.04
H -0.459 0.419 -1.096 -0.29 -0.11 -0.18
H -3.647 9.187 3.771 0.03 -0.04 0.00
H -2.985 -0.400 0.634 0.09 0.05 0.03
C 2.022 -0.219 3.266 0.02 0.41 0.05
N 2.669 -8.938 -4.837 -0.10 -0.02 -0.11
H -0.380 1.060 7.763 -0.10 -0.19 -0.12
H -0.481 -2.800 -2.442 0.02 -0.02 0.07
H 6.949 -3.244 -10.078 0.00 -0.03 0.02
O -1.554 3.347 -0.248 0.33 0.02 -0.16
H -3.742 8.182 5.239 0.03 -0.02 -0.03
H 0.185 0.954 -3.401 0.02 -0.02 -0.03
O 0.922 -6.427 -2.345 0.04 -0.11 -0.03
C -2.246 -0.157 3.442 -0.11 0.26 0.04
H -2.005 6.656 4.005 0.11 -0.09 0.16
O 0.599 -6.825 -0.251 0.00 0.02 -0.16
H -2.876 1.836 6.549 -0.06 0.08 0.07
C -4.296 8.828 4.564 -0.05 0.07 0.07
H -2.257 3.605 -2.541 0.11 -0.02 0.10
O 3.032 -9.583 -3.872 -0.01 0.07 0.08
H -3.657 1.211 0.513 0.02 -0.12 0.03
C 0.610 2.735 -1.059 0.04 0.01 -0.13
O -6.322 2.152 4.410 -0.06 -0.07 -0.14
O 1.775 -9.265 -5.590 0.02 0.01 0.05
N 0.622 -7.156 -1.418 0.03 0.07 0.18
H 0.898 0.115 1.439 0.16 -0.22 -0.01
H 2.931 -7.219 -5.995 0.03 0.00 -0.03
C 0.111 -1.678 3.553 0.21 0.16 -0.09
O 2.966 -0.687 -5.680 0.01 -0.02 -0.01
H 2.706 -1.064 3.431 -0.15 -0.08 -0.09
H -2.838 3.417 7.316 0.00 -0.07 -0.03
C -3.230 0.616 2.526 0.25 -0.19 0.31
C 3.372 -7.657 -5.110 -0.06 0.15 0.03
H 1.112 -9.012 -2.245 -0.02 0.02 -0.05
H -3.928 5.398 5.034 0.13 0.20 0.20
H -4.232 0.201 2.665 0.06 0.02 -0.13
H -2.263 -3.674 -0.095 -0.02 0.02 -0.05
C -0.702 -3.442 -1.580 -0.30 -0.28 0.15
H 4.310 -7.832 -10.850 -0.03 0.05 -0.01
C 0.967 4.189 -0.842 -0.43 -0.11 -0.22
H 3.973 -9.319 -9.894 0.00 0.01 0.02
H -3.267 1.637 2.915 -0.04 -0.05 -0.13
N 0.740 -0.459 3.968 -0.19 -0.44 0.00
O -1.151 3.182 1.948 -0.06 0.47 0.92
H -0.493 3.351 7.292 0.05 0.01 -0.14
N 4.100 -7.534 -8.801 0.00 -0.01 -0.13
C 0.917 0.945 6.029 -0.07 -0.20 0.31
C -2.974 3.478 5.151 0.21 -0.12 0.91
C 1.118 -1.989 -0.487 -0.16 -0.07 0.15
N 5.381 -3.945 -11.259 -0.10 -0.03 0.04
H -0.987 5.197 4.169 -0.03 0.06 -0.05
N -1.690 1.887 -3.569 0.40 0.52 0.00
C 2.383 -2.012 0.385 -0.20 0.00 -0.24
C -0.487 1.307 -4.186 -0.32 0.03 0.05
H -4.781 9.642 5.089 -0.01 -0.01 -0.01
H -8.492 3.850 3.193 0.02 0.05 0.00
C -0.902 2.523 -1.261 -0.01 -0.18 -0.21
H 3.160 -0.042 -0.017 -0.18 0.03 0.03
H -0.600 -8.534 -2.406 0.04 0.04 -0.05
H -1.199 0.594 6.275 0.04 0.06 0.00
O -4.963 7.027 3.299 -0.06 -0.02 -0.13
H 0.061 -3.614 0.454 -0.06 -0.04 -0.05
O 3.868 3.259 4.308 -0.02 -0.05 0.00
```
Positions in Å, forces in eV/Å.

Results
Orbital gap (eV): 8.29
Strongest force on any atom (eV/A): 1.0
ΔE to the lowest compared entry with this formula, charge and spin (kcal per mole): 0.0
Structure (SMILES): CCCCCCCCN(CCCCCCCC)C(=S)SCCC[C@H]1C[C@@](CC=O)(CNC)OC1=O.C[N+](=O)[O-].C[N+](=O)[O-].C[N+](=O)[O-].C[N+](=O)[O-].C[N+](=O)[O-].C[N+](=O)[O-].C[N+](=O)[O-].C[N+](=O)[O-]
Multiplicity: 1
M (g/mol): 1017.2



No. 2
# C36H76N3O11P3S

3 unconnected molecules or ions with the total composition C36H76N3O11P3S at a distorted geometry (the ωB97M-V functional and the def2-TZVPD basis, OMol25).

Geometry as XYZ:
```
130
Properties=species:S:1:pos:R:3:forces:R:3
H -4.038 -6.910 -9.949 -0.17 0.02 -0.06
H 7.694 2.202 9.397 -0.04 -0.02 -0.03
H 4.097 6.111 0.847 -0.83 -0.64 0.27
H 4.084 -2.739 10.902 -0.14 0.10 -0.12
C 4.160 -3.672 6.842 0.19 -0.06 -0.04
C 7.048 0.355 8.484 0.20 0.07 0.04
H -3.191 -2.160 -10.160 -0.03 -0.18 0.01
C -4.127 -5.866 -10.260 0.42 -0.14 0.11
H -3.491 3.815 -0.661 0.52 -0.49 -0.66
H 0.884 4.178 -0.511 -0.74 0.46 0.26
H -1.453 -1.838 -7.661 -0.19 0.07 0.00
P 4.532 -0.469 8.374 3.95 -8.01 1.24
H -4.382 -6.743 -4.127 0.00 0.05 -0.02
H -0.771 1.893 -3.049 0.30 -0.07 -0.12
H -3.514 2.634 -3.496 -0.03 0.88 0.40
H -3.135 -5.429 -10.152 -0.13 0.16 0.03
S -1.355 -1.753 1.365 -2.03 -4.76 -0.15
H 3.597 -4.164 6.045 -0.01 -0.02 0.05
H 1.714 -1.764 4.462 0.08 0.18 -0.62
H 2.948 0.039 3.762 -0.41 -0.60 -0.45
C -0.516 5.978 -0.638 0.62 -1.12 -0.08
O -2.779 -1.657 1.645 1.44 1.84 0.34
H -5.276 -5.899 -5.401 0.02 -0.04 0.06
P 1.623 -0.400 4.060 -1.51 1.48 1.07
H 1.093 -2.019 -0.341 -0.40 1.04 -0.15
C -2.200 1.288 0.863 -0.48 0.59 -0.31
O -2.989 -4.868 -6.558 -1.05 -0.02 0.31
H 0.053 -2.911 -1.972 -0.67 0.79 -0.13
H -5.316 -4.120 -9.749 0.14 -0.04 0.01
H 2.353 -1.052 10.013 0.11 -0.09 0.01
H 0.518 -1.828 -4.240 -0.18 0.48 0.86
C 0.804 -0.964 -0.110 -0.28 -0.47 0.74
C -3.826 1.740 -1.176 -0.17 0.04 0.74
H -4.923 1.965 -1.295 0.95 -0.26 -0.03
H -0.004 0.542 2.417 0.56 -0.61 0.41
C -4.307 -6.335 -5.137 -0.19 -0.01 0.00
C -0.783 -0.790 -0.088 1.29 1.56 -0.64
H 5.699 4.025 1.647 -0.99 -0.03 0.07
H -2.696 5.926 -2.047 0.88 -0.13 -0.32
H -0.122 7.007 -0.423 -0.16 -1.00 -0.12
C -3.652 1.143 0.272 -0.20 0.52 0.09
H 1.655 6.546 0.709 -0.04 -0.99 0.16
C -1.045 0.767 -0.060 0.13 0.35 1.11
H 0.776 5.733 2.070 0.61 0.22 -0.76
H 1.199 -0.854 -2.920 -0.98 -0.17 -0.24
C 0.274 4.840 0.148 0.76 1.64 0.46
H -0.018 4.648 -2.394 -0.34 0.79 0.43
H 2.759 -0.023 11.379 0.06 0.10 -0.12
H -1.673 -0.027 -3.855 0.84 -0.05 0.17
C 3.153 -0.788 10.705 -0.63 0.17 0.37
H 2.744 -2.033 6.976 0.13 0.02 0.01
H -4.320 1.737 0.956 0.56 -0.58 -0.53
C 2.327 3.412 1.896 4.19 -0.50 0.36
H 2.779 -2.435 12.050 -0.04 0.15 0.01
H -2.249 -2.159 -0.984 0.64 0.66 -0.39
H 2.326 -1.335 1.493 -0.92 0.42 -0.20
C 1.497 -0.609 1.270 0.09 0.51 -0.39
H -1.560 5.970 -0.236 0.71 0.02 -0.71
C 0.222 -1.189 -3.362 -0.29 -0.49 -0.60
H -1.359 3.727 -3.718 -0.67 0.71 0.39
H 5.941 1.962 9.418 0.06 0.03 0.00
O 4.043 -2.038 8.611 -1.05 0.62 0.29
O -1.088 -3.153 1.016 1.13 1.68 0.12
H -0.365 0.044 -5.066 -0.36 -0.16 0.94
C 3.273 -2.729 7.630 0.11 -0.33 -0.20
H -3.604 0.953 -1.942 0.13 0.78 0.44
C 3.758 5.138 1.233 1.70 -3.40 1.31
C -2.245 4.392 -3.542 -1.05 0.69 -1.15
C -0.434 5.664 -2.189 -1.12 0.59 0.57
C -1.515 -1.393 -1.356 -0.42 -1.43 0.34
H -6.116 -5.665 -9.504 -0.01 0.05 0.16
N 2.475 4.689 1.415 -1.73 1.64 -0.84
H 0.673 1.189 -2.742 -0.24 0.07 -0.22
H -3.817 -1.514 -8.654 0.10 -0.07 0.13
H -1.317 -2.695 -3.079 0.51 0.57 0.63
C 6.906 1.456 9.516 -0.09 0.14 0.04
H -2.269 -5.728 -4.866 0.05 0.09 -0.14
H -3.432 -4.432 -4.583 0.01 0.01 0.00
H -4.121 -7.152 -5.836 0.07 0.04 0.05
H 5.006 -3.146 6.396 -0.15 0.12 -0.02
H -1.973 3.045 -1.224 -0.72 -0.05 -0.37
C -0.564 0.038 -3.959 1.02 0.09 -0.89
H -2.591 4.673 -4.578 0.31 -0.40 0.83
O -3.757 -2.582 -6.548 -3.97 -0.53 0.85
H -4.397 -5.835 -11.317 -0.14 -0.02 0.06
H -1.917 6.627 -3.487 -0.20 -0.99 0.36
C 4.593 4.037 1.661 -1.66 0.34 -0.08
O -4.769 -5.198 -8.038 -1.46 1.85 1.66
C 3.617 -1.976 11.522 0.42 -0.23 -0.01
C -0.616 -2.124 -2.409 -0.04 0.08 -0.52
H -0.103 1.287 0.276 -0.78 -0.50 -0.26
O -0.412 -1.486 2.708 -0.58 0.76 -1.92
C -3.410 3.580 -2.892 1.13 -0.91 0.18
H -0.467 4.238 0.735 0.87 0.32 -0.43
C -1.660 -1.719 -8.726 0.18 -0.04 0.09
H -2.036 2.396 0.988 -0.05 -0.96 -0.13
H 1.177 -0.234 -0.860 -0.19 -0.82 0.31
H 2.020 0.379 1.128 -0.47 -0.80 0.37
H 2.510 -3.306 8.160 0.05 0.07 0.14
H 4.578 -4.437 7.499 -0.10 -0.01 -0.01
H -1.212 1.121 -1.105 0.10 -0.52 0.86
H 3.945 1.968 2.509 0.05 0.89 -0.41
O 4.639 -0.631 6.868 -1.84 4.06 0.19
C 1.325 5.558 1.104 -1.46 -0.88 0.81
H -1.516 -0.670 -8.993 -0.01 -0.03 -0.03
C 0.544 -0.426 2.497 1.49 0.06 -0.31
H 4.369 -1.670 12.252 -0.15 0.09 0.05
H -2.170 0.883 1.910 0.04 0.12 -1.03
H -0.921 -2.321 -9.257 -0.06 0.05 -0.06
C -1.894 5.735 -2.803 0.71 -0.13 -0.64
O -3.254 -3.525 -8.644 -1.11 -0.04 -0.15
O 4.273 -0.214 10.017 -0.92 1.99 -1.95
H -4.397 4.094 -2.955 0.77 -0.17 0.21
H 1.419 2.823 2.100 0.37 1.05 -0.25
H 8.048 -0.076 8.542 -0.09 -0.13 -0.02
C -3.062 -2.179 -9.073 0.36 0.24 -0.03
H 6.954 1.050 10.528 0.05 -0.03 -0.07
P -4.095 -3.871 -7.260 7.69 -1.22 -2.77
N 0.914 0.554 5.118 1.17 -0.16 -0.42
C -3.207 -5.295 -5.216 0.05 -0.16 0.23
H 0.273 6.381 -2.686 -0.76 -0.55 0.39
H -4.049 0.102 0.281 0.55 0.66 0.12
N -0.020 1.349 -3.473 -0.68 -0.47 0.45
H -2.146 -0.633 -1.882 0.76 -0.42 0.69
H 1.608 1.281 5.335 -0.52 -0.17 0.26
O 6.128 -0.707 8.723 -0.18 1.24 0.07
C -5.158 -5.146 -9.417 -0.54 -0.07 -0.47
H 6.912 0.745 7.470 0.02 -0.01 -0.02
C 3.697 2.964 2.095 -1.23 1.16 -0.65
C -3.070 3.094 -1.418 -1.31 0.11 -0.31
```
Positions in Å, forces in eV/Å.

Results
Orbital gap (eV): 7.11
Strongest force on any atom (eV/A): 9.0
ΔE to the lowest compared entry with this formula, charge and spin (kcal per mole): 0.0
Structure (SMILES): N=[PH2][C@H]1CC[C@](CCCCN)(CCCCCCCCCCCCn2cccc2)S(=O)(=O)O1.CCOP(=O)(OCC)OCC.CCOP(=O)(OCC)OCC
Multiplicity: 1
M (g/mol): 852.0



> Look up the ΔE to the lowest compared entry with this formula, charge and spin of the second one.

0.0 kcal per mole



> Which formula does entry 1 have?

C36H76N10O19S2